Computed, not measured: a structure of composition C29H28N2O4PdS, with ωB97M-V/def2-TZVPD.

Properties
* orbital gap: 5.14 eV
* DFT total energy: -2058.29429 hartree
* spin multiplicity: 1
* charge: -2
* energy relative to the best compared isomer or geometry (same formula, charge and spin): 1.13 kcal/mol

XYZ file:
```
65
Properties=species:S:1:pos:R:3:forces:R:3
Pd 0.598845 -0.309294 -1.295255 -1.0 -0.3 0.0
N 0.535115 -0.536628 0.923369 0.3 0.3 -0.5
C 0.749926 -1.520838 1.659595 -0.2 -0.2 0.6
C 0.734529 -1.317385 3.183138 -0.1 0.0 -0.2
C 0.034584 -2.143594 4.060714 0.0 -0.1 0.1
C -0.063570 -1.844707 5.417427 0.0 0.0 -0.1
C 0.560319 -0.714638 5.929574 0.0 0.0 -0.1
C 1.267516 0.116023 5.064775 0.0 0.0 -0.1
C 1.341117 -0.179235 3.710751 0.1 0.0 0.1
C 0.998030 -2.944459 1.198845 0.2 0.0 0.1
C 0.571537 -3.342920 -0.063210 0.0 -0.1 -0.1
C 0.842346 -4.615912 -0.543750 0.0 0.0 0.0
C 1.544596 -5.528300 0.235461 0.0 0.1 0.0
C 1.981795 -5.145426 1.498226 0.0 0.1 -0.1
C 1.711637 -3.865888 1.969648 0.0 0.0 0.0
H -0.448296 -3.033093 3.669194 0.0 0.0 0.0
H -0.627340 -2.497419 6.075643 0.0 0.0 0.0
H 0.493902 -0.480868 6.986330 0.0 0.0 0.0
H 1.759721 1.002719 5.450203 0.0 0.0 0.0
H 1.859569 0.473762 3.018141 0.0 0.0 0.0
H 0.046981 -2.618872 -0.679769 0.0 0.0 0.0
H 0.528429 -4.881367 -1.546310 0.0 0.0 0.0
H 1.769759 -6.518229 -0.144958 0.0 0.0 0.0
H 2.547483 -5.838471 2.111941 0.0 0.0 0.0
H 2.076470 -3.572918 2.947449 0.0 0.0 0.0
O 3.685384 -0.874517 -1.904496 0.0 0.4 0.0
N 2.510338 -1.048119 -2.278707 0.1 -0.5 0.2
O 2.307657 -1.991723 -3.059380 0.0 0.1 -0.1
O -1.563858 0.689462 -3.710822 -0.2 -0.1 0.3
S -1.297401 0.389721 -2.258381 1.0 0.4 -0.1
C -2.930424 -0.154732 -1.652603 0.3 -0.1 0.1
C -3.059398 -0.541194 -0.326364 0.0 -0.1 0.2
C -4.299016 -0.948249 0.145511 0.1 0.0 0.0
C -5.393754 -0.992008 -0.713103 0.0 0.0 0.0
C -5.242671 -0.634291 -2.044843 0.1 0.0 -0.1
C -4.001649 -0.215962 -2.522655 -0.2 0.0 0.0
C -1.426835 2.029851 -1.448786 -0.2 0.0 -0.1
C -0.958856 2.237621 -0.157308 0.0 0.0 0.0
C -1.073182 3.505365 0.398302 0.0 0.0 0.0
C -1.639422 4.549543 -0.324154 0.0 0.0 0.0
C -2.094270 4.327080 -1.616736 0.0 -0.1 0.0
C -1.987588 3.061971 -2.182741 0.0 0.1 0.0
H -2.182912 -0.525157 0.318752 0.0 0.0 0.0
H -4.409765 -1.238638 1.183641 0.0 0.0 0.0
H -6.362016 -1.307781 -0.341404 0.0 0.0 0.0
H -6.090475 -0.685500 -2.719101 0.0 0.0 0.0
H -3.841153 0.071227 -3.555113 0.0 0.0 0.0
H -0.481880 1.425260 0.388818 0.0 0.0 0.0
H -0.691709 3.679403 1.397986 0.0 0.0 0.0
H -1.709142 5.539426 0.113301 0.0 0.0 0.0
H -2.522736 5.141816 -2.189976 0.0 0.0 0.0
H -2.307840 2.860041 -3.198663 0.0 0.0 0.0
C 3.312325 2.383760 -2.983366 0.1 0.0 0.0
C 3.697091 2.532672 -1.493200 -0.1 0.0 0.0
C 2.366832 2.931865 -0.828389 0.0 0.1 -0.1
O 1.550326 3.440025 -1.880129 0.0 -0.1 0.0
C 1.793629 2.520259 -2.946143 0.1 0.1 0.0
H 3.620286 1.417878 -3.382512 0.0 0.0 0.0
H 3.756585 3.182784 -3.583604 0.0 0.0 0.0
H 4.457766 3.305121 -1.356697 0.0 0.0 0.0
H 4.060294 1.584908 -1.098193 0.0 0.0 0.0
H 2.455676 3.706475 -0.065289 0.0 0.0 0.0
H 1.887156 2.047978 -0.393343 0.0 -0.1 0.1
H 1.334998 2.914532 -3.852468 0.0 0.0 0.0
H 1.356610 1.539776 -2.714802 -0.1 0.1 0.0
```
Positions in Å, forces in eV/Å.

Mulliken atomic charge list, values in e, 4 entries: -0.279, -0.335, -0.887, 0.263